Model A:
A cluster of 2 separate species, C3H2F2O in total, computed with ωB97M-V/def2-TZVPD.

Structure (XYZ):
```
8
Properties=species:S:1:pos:R:3:nbo_charge:R:1
C 0.19130 0.11796 1.60924 -0.58
C 0.45962 -0.46840 0.50801 0.48
C -0.45111 0.35317 -1.70900 0.81
O -0.65840 1.50286 -2.03205 -0.53
F 1.07894 -1.60741 0.07432 -0.32
F -0.70318 -0.74591 -2.50561 -0.34
H 0.45003 -0.11390 2.55076 0.23
H -0.36720 0.96162 1.50433 0.25
```

Output
orbital gap (spin up / spin down) = 8.7 / 9.3 eV
net charge = 0
spin multiplicity = 1

---

Model B:
A cluster of 2 separate species, C3H2F2O in total, computed with ωB97M-V/def2-TZVPD.

Structure (XYZ):
```
8
Properties=species:S:1:pos:R:3:nbo_charge:R:1
F 1.16241 -1.44479 -1.59441 -0.26
C 1.05566 -0.17381 -1.45126 0.28
C 0.86353 0.99382 -1.61110 0.24
F 0.92285 2.26500 -1.88421 -0.27
C -0.94709 -0.43815 1.63035 0.29
O 0.05823 -1.03149 1.30906 -0.48
H -1.54102 -0.38310 2.55335 0.10
H -1.57457 0.21252 1.04821 0.09
```

Output
orbital gap = 10.8 eV
net charge = 0
spin multiplicity = 1

---

Model C:
A structure of composition C3H2F2O, computed with ωB97M-V/def2-TZVPD.

Structure (XYZ):
```
8
Properties=species:S:1:pos:R:3:nbo_charge:R:1
C 0.14862 0.89084 -0.30479 0.14
C 1.13587 -0.28799 0.07443 0.63
C -0.88485 -0.21065 -0.04409 -0.14
O 0.11886 -1.18196 0.04809 -0.47
F 0.19482 2.14720 0.16009 -0.31
F 2.38940 -0.58773 -0.08271 -0.26
H -1.52037 -0.23340 1.00335 0.20
H -1.58236 -0.53632 -0.85438 0.22
```

Output
orbital gap (spin up / spin down) = 8.7 / 8.7 eV
net charge = 0
spin multiplicity = 1

---

Which one is most stable, and which one is least stable? model C is the most stable of them, while model B is the least stable.

---

Model A:
A structure of composition C3H2F2O, computed with ωB97M-V/def2-TZVPD.

Structure (XYZ):
```
8
Properties=species:S:1:pos:R:3:nbo_charge:R:1
C 1.46219 -0.28259 -1.01693 -0.09
C 0.32910 -0.43199 -0.68270 -0.15
C -0.75767 -0.38324 0.27468 0.90
O -0.92002 1.41774 0.77647 -0.78
F -2.00855 -0.63105 0.04343 -0.26
F -0.34975 -0.98820 1.40264 -0.30
H 2.25284 -0.30631 -1.70510 0.24
H -0.00813 1.60563 0.90750 0.44
```

Output
orbital gap = 10.7 eV
net charge = 0
spin multiplicity = 1

---

Model B:
A cluster of 2 separate species, C3H2F2O in total, computed with ωB97M-V/def2-TZVPD.

Structure (XYZ):
```
8
Properties=species:S:1:pos:R:3:nbo_charge:R:1
C 0.38263 -0.52236 -1.30145 -0.56
C 0.19071 0.43063 -0.42694 0.37
C -0.40579 0.20658 1.62409 0.86
O -0.73015 1.01600 2.39019 -0.52
F 0.25851 1.67261 -0.78418 -0.31
F -0.50813 -1.05569 1.91411 -0.32
H 0.55292 -0.13041 -2.32948 0.24
H 0.25930 -1.61734 -1.08634 0.24
```

Output
orbital gap = 10.9 eV
net charge = 0
spin multiplicity = 1

---

Model C:
The molecule C3H2F2O, computed with ωB97M-V/def2-TZVPD.

Structure (XYZ):
```
8
Properties=species:S:1:pos:R:3:nbo_charge:R:1
O 2.22077 0.40233 -0.33052 -0.48
C 1.24496 0.25831 0.46598 0.35
C -0.19512 -0.15991 0.17993 0.20
F -0.69523 -0.68650 1.42410 -0.33
C -0.96519 0.02033 -0.87641 0.21
F -2.20664 -0.75332 -0.78098 -0.34
H 1.43459 0.13748 1.61879 0.15
H -0.83815 0.78128 -1.70089 0.24
```

Output
orbital gap = 10.0 eV
net charge = 0
spin multiplicity = 1

---

Which one is most stable, and which one is least stable? model C is the most stable of them, while model A is the least stable.

---

Model A:
A cluster of 2 separate species, C4H8NO in total, computed with ωB97M-V/def2-TZVPD.

Structure (XYZ):
```
14
Properties=species:S:1:pos:R:3:nbo_charge:R:1
C 0.85145 -0.95559 -1.08560 -0.04
C 1.23527 -2.15529 -1.53067 -0.47
C -0.09488 1.08791 -1.44858 -0.05
N 0.32162 0.00097 -1.98968 -0.50
H 0.73533 -0.68144 -0.02517 0.25
H 1.15588 -2.37283 -2.59040 0.18
H 1.60365 -2.91103 -0.85017 0.19
H -0.53475 1.82993 -2.11348 0.13
H 0.06319 1.32915 -0.36261 0.25
C -1.05925 0.95768 2.40025 -0.19
O -0.26603 0.64297 1.33593 -0.99
H -0.63947 0.68957 3.39191 0.09
H -1.30965 2.04789 2.50586 0.07
H -2.06237 0.49010 2.36240 0.09
```

Output
orbital gap = 7.0 eV
net charge = -1
spin multiplicity = 1

---

Model B:
The ion C4H8NO with charge -1, computed with ωB97M-V/def2-TZVPD.

Structure (XYZ):
```
14
Properties=species:S:1:pos:R:3:nbo_charge:R:1
C -1.40067 0.22373 1.46751 -0.75
C -1.33529 0.80063 0.20988 -0.01
N -0.39760 1.10363 -0.72462 -0.06
O -0.69368 1.31213 -1.94128 -0.74
C 1.12506 0.30668 -0.26620 -0.29
C 1.21021 -1.18956 -0.61523 -0.63
H -2.32545 0.04979 1.96598 0.18
H -0.51650 -0.20286 1.92516 0.15
H -2.40055 0.89786 -0.17472 0.17
H 0.96925 0.51586 0.79188 0.20
H 1.76568 0.89201 -0.87632 0.19
H 1.12954 -1.38793 -1.63660 0.21
H 2.26088 -1.52998 -0.26464 0.17
H 0.60912 -1.79198 0.13918 0.21
```

Output
orbital gap = 5.4 eV
net charge = -1
spin multiplicity = 1

---

Which one is most stable, and which one is least stable? model A is the most stable of them, while model B is the least stable.

---

Model A:
A cluster of 2 separate species, C4H11S2 in total, computed with ωB97M-V/def2-TZVPD.

Structure (XYZ):
```
17
Properties=species:S:1:pos:R:3:nbo_charge:R:1
C 1.54562 2.05848 1.21875 -0.73
S 3.12471 1.24885 1.58072 0.07
C 2.72302 -0.32615 0.58565 -0.74
H 0.78488 1.64727 1.87084 0.24
H 1.27729 2.10574 0.19473 0.23
H 1.70936 3.09614 1.57098 0.19
H 1.79455 -0.02997 0.13559 0.27
H 3.43319 -0.35751 -0.18921 0.21
H 2.35166 -1.17913 1.28547 0.23
C -2.78485 -1.01759 -1.70522 -0.62
C -2.03640 -1.18308 -0.40614 -0.52
S -0.80417 0.15909 -0.10336 -0.75
H -2.14906 -0.96794 -2.56343 0.20
H -3.37674 -0.08949 -1.68030 0.20
H -3.37119 -1.89095 -1.93078 0.17
H -1.55908 -2.18013 -0.38068 0.17
H -2.66278 -1.09361 0.51640 0.18
```

Output
orbital gap = 5.9 eV
net charge = -1
spin multiplicity = 1

---

Model B:
A cluster of 2 separate species, C4H11S2 in total, computed with ωB97M-V/def2-TZVPD.

Structure (XYZ):
```
17
Properties=species:S:1:pos:R:3:nbo_charge:R:1
C 0.41563 0.91588 2.48816 -0.76
S 1.22150 -0.68562 2.82811 0.10
C 2.03527 -1.08362 1.23742 -0.73
H -0.59567 1.01650 2.86179 0.22
H 0.52306 1.09033 1.40981 0.29
H 1.01929 1.72712 2.95700 0.19
H 2.71754 -1.91170 1.39197 0.21
H 1.29684 -1.17305 0.43359 0.25
H 2.60679 -0.18831 0.99751 0.21
C -1.34330 -0.75146 -2.21710 -0.62
C -1.63280 0.73679 -1.94358 -0.51
S -0.10550 1.43880 -1.20122 -0.74
H -0.96039 -1.25234 -1.33140 0.20
H -0.60359 -0.72435 -3.02310 0.20
H -2.19641 -1.26925 -2.69889 0.16
H -2.51960 0.86578 -1.30965 0.16
H -1.87866 1.24849 -2.88043 0.17
```

Output
orbital gap = 5.8 eV
net charge = -1
spin multiplicity = 1

---

Model C:
A cluster of 2 separate species, C4H11S2 in total, computed with ωB97M-V/def2-TZVPD.

Structure (XYZ):
```
17
Properties=species:S:1:pos:R:3:nbo_charge:R:1
C -3.00773 -1.03416 1.12596 -0.75
S -3.04267 0.71798 1.56182 0.10
C -1.22221 1.12917 1.30859 -0.71
H -2.40709 -1.66923 1.77096 0.22
H -2.58292 -1.03774 0.11295 0.21
H -3.99247 -1.46348 0.92824 0.22
H -0.63702 0.27506 0.95685 0.25
H -1.17483 1.74387 0.41291 0.22
H -0.95560 1.53100 2.27289 0.23
C 2.46065 -0.40372 -2.02252 -0.62
C 2.22404 0.40490 -0.72573 -0.53
S 3.09182 -0.31009 0.68858 -0.72
H 2.10846 -1.42751 -1.87063 0.19
H 3.52760 -0.46514 -2.23560 0.20
H 1.88444 0.01664 -2.86007 0.16
H 1.16911 0.57212 -0.45938 0.16
H 2.55643 1.42034 -0.96583 0.16
```

Output
orbital gap = 5.2 eV
net charge = -1
spin multiplicity = 1

---

Which one is most stable, and which one is least stable? model B is the most stable of them, while model A is the least stable.